117
Properties=species:S:1:pos:R:3:forces:R:3 method="wB97M-V/def2-TZVPD" e_lumo_ev="-0.047 / -0.390" max_force_ev_per_a=0.69 e_tot_ev=-232574.2408 multiplicity=4 homo_lumo_gap_ev="5.920 / 7.487" charge=0
C -1.89449 5.91192 -3.33418 0.0 0.0 0.0
H -1.00454 -6.90300 -1.25273 0.0 0.0 0.0
H -2.93025 0.81821 4.37131 0.0 0.0 0.0
H -2.35576 7.92770 -3.90208 0.0 0.0 0.0
H -2.81793 -4.29227 -3.61820 0.0 0.0 0.0
C -4.18029 1.77408 2.90163 0.1 0.1 -0.1
O -2.07552 -0.53809 -2.82252 -0.2 0.0 -0.1
H -0.31367 -1.91201 -3.47003 0.1 -0.1 0.1
C -1.74695 4.60722 -3.78833 0.0 -0.1 0.0
H -0.70936 -6.54039 3.38520 0.0 0.0 0.0
C 1.07048 -0.87940 3.24003 0.0 0.0 -0.1
C 0.99444 2.98952 3.59394 0.0 0.1 0.0
C -1.04496 -2.97508 -1.27411 -0.1 0.0 0.4
C -3.20851 2.85009 1.01850 0.0 -0.1 0.1
H -3.06807 -7.28112 3.19938 0.0 0.0 0.0
C 5.32486 1.99941 4.34408 0.0 0.0 0.0
H 1.54089 2.89754 4.52525 0.0 0.0 0.0
H -5.68903 -0.44380 0.71099 0.0 0.0 0.0
As 2.00465 0.49038 2.16320 0.1 -0.1 -0.1
H -5.92108 1.81704 1.52949 0.0 0.0 0.0
As -1.69658 -1.64517 3.74420 -0.1 -0.1 0.1
O -3.95889 0.90803 -2.17652 0.0 0.0 0.0
H 6.95445 0.91216 5.22131 0.0 0.0 0.0
N -1.38881 -3.17637 -4.71520 0.0 0.0 0.0
H 5.71260 2.96967 4.62958 0.0 0.0 0.0
C -1.50311 -5.11259 -0.16025 0.0 0.0 -0.1
C -1.50961 -5.81100 3.36266 0.0 0.0 0.1
C 4.33230 -0.46624 3.57941 0.0 0.0 0.0
C -2.77774 -3.36529 -4.17922 0.2 0.1 0.0
S -3.42271 -0.42135 -2.06588 0.1 0.2 0.5
N 3.01761 -0.14963 -3.54608 -0.1 0.0 0.1
C -3.54476 -3.92550 3.33194 -0.1 0.0 0.1
C -0.31626 -2.98249 -3.64010 0.0 0.0 -0.2
C -2.08311 2.25699 0.61089 -0.1 0.0 0.0
C -1.02749 -5.82040 -1.26006 0.0 0.1 0.0
C -3.84474 -5.28032 3.24873 0.0 0.0 0.0
H -0.17535 -4.15604 3.53750 0.0 0.0 0.0
C -1.72019 1.66273 2.92853 0.0 0.0 0.0
H -2.51190 5.25603 -7.01396 0.0 0.0 0.0
C 4.12716 1.91820 3.64431 0.1 0.0 0.0
H -0.91192 1.35235 3.58214 0.0 0.0 0.0
H 1.90544 -2.26676 -1.15769 0.0 0.0 0.0
N 0.81380 -0.61738 -1.83354 0.6 0.1 -0.2
C -0.27216 4.01640 1.84334 0.0 0.0 0.0
N -2.45974 6.68148 -5.53342 0.0 0.0 0.0
H 0.47934 2.44892 0.51818 0.0 0.0 0.0
C 5.52597 -0.38764 4.28229 0.0 0.0 0.0
H -3.98503 -1.99585 1.57020 0.0 0.0 0.0
H 0.04758 2.62607 -4.23212 0.0 0.0 0.0
C -2.32386 5.42741 -5.95962 0.0 0.0 0.0
C -2.22352 -3.49688 3.41406 0.2 0.0 0.0
V -1.01401 -0.85665 -1.14250 0.0 0.1 0.4
C -2.24483 6.90250 -4.23825 0.0 0.0 0.0
C -0.13685 1.52070 -2.39554 0.2 -0.1 0.2
C 6.02331 0.84777 4.67273 0.0 0.0 0.0
C -3.03577 -0.58492 2.81660 0.1 0.2 -0.1
H -1.77734 5.15798 2.94729 0.0 0.0 0.0
H -1.72121 6.16028 -2.29490 0.0 0.0 0.0
N -3.51407 3.02554 2.40805 0.0 0.0 -0.1
C -2.26809 3.05514 3.21892 -0.1 0.0 0.0
C 0.17096 4.20605 3.26510 0.0 0.0 0.0
C -1.50212 -3.72403 -0.17870 0.1 0.0 0.1
H -4.35401 -3.20614 3.34709 0.0 0.0 0.0
C 1.92611 -1.41660 -1.82632 -0.2 0.0 0.0
C -1.37145 3.50257 -2.87365 0.0 0.0 -0.1
H -1.87213 -5.63985 0.71174 0.0 0.0 -0.1
C -1.92092 3.41802 -1.59968 0.0 0.0 0.0
H -0.13949 4.77550 1.08392 0.0 0.0 0.0
N -1.17499 1.68830 1.54800 0.0 0.0 0.0
C -3.95674 -0.97994 1.94310 -0.1 0.0 0.0
H 0.54112 5.16157 3.61323 0.0 0.0 0.0
C -1.32092 4.17567 2.89414 0.0 0.0 0.0
H 1.82899 -1.64099 3.41964 -0.1 -0.1 0.1
H 0.62961 -3.27182 -4.10238 0.0 0.0 -0.1
H -0.32819 -1.87262 -5.99096 0.0 0.0 0.0
H -0.45891 -0.87353 1.66788 -0.1 0.1 0.0
N -0.75920 1.38820 -1.20530 -0.1 -0.2 -0.3
H -3.96799 3.15417 0.31018 0.0 0.0 0.0
C 3.60686 0.68312 3.26790 0.0 0.0 0.1
C -2.83109 -6.22652 3.26062 0.0 0.0 0.0
H -1.14420 -4.01452 -5.23615 0.0 0.0 0.0
H -1.68429 -1.14546 -5.08203 0.0 0.0 0.0
H 3.83250 -1.84553 -2.64653 0.0 0.0 0.0
C -0.43879 2.55415 -3.26911 0.0 0.1 0.0
H 0.80841 -0.46447 4.21370 0.0 0.1 0.0
C 1.03021 2.11828 2.58452 -0.1 0.0 0.0
C 0.05541 2.55634 1.51398 0.0 -0.1 0.0
C 2.97413 -1.18440 -2.66398 0.1 0.1 -0.1
H -0.23091 -5.66039 -3.24385 0.0 0.0 0.0
H -1.89982 3.36571 -5.54078 0.0 0.0 0.0
H 3.97540 -1.44044 3.26524 0.0 0.0 0.0
C -1.35055 -2.01415 -5.64787 0.0 -0.1 0.1
C -5.12084 1.18317 1.89554 0.0 0.1 0.0
O -2.88396 -0.68286 -0.64127 -0.7 0.1 -0.2
C 1.98235 0.68304 -3.47668 0.1 0.0 -0.1
O -4.30104 -1.49311 -2.46787 -0.1 0.1 0.0
H 6.07050 -1.29313 4.51996 0.0 0.0 0.0
H -3.02298 -2.52824 -3.52369 0.0 -0.2 -0.2
C -0.63016 -3.72189 -2.37784 0.1 0.0 -0.1
C -4.99924 -0.06356 1.45453 0.1 -0.1 0.0
H 3.60561 2.82856 3.38246 0.0 0.0 0.0
H -3.45058 -3.39956 -5.03347 0.0 0.0 0.0
H -2.60421 4.17487 -1.24184 0.0 0.0 0.0
C -0.14374 -1.48468 2.51761 0.1 0.0 0.1
C -0.59405 -5.11674 -2.37248 0.0 -0.1 0.0
C 0.89877 0.50763 -2.63406 -0.1 0.0 0.2
C -2.98639 0.84287 3.27774 0.0 -0.1 -0.1
H -4.74121 2.04552 3.80061 0.0 0.0 0.0
H 2.02338 1.56264 -4.11172 0.0 0.0 0.0
C -1.97082 4.36823 -5.13886 0.0 0.0 0.0
H -2.01427 -2.20570 -6.48722 0.0 0.0 0.0
H -4.87894 -5.59378 3.17810 0.0 0.0 0.0
C -1.60540 2.33664 -0.78962 0.0 0.0 0.1
H 0.07270 -2.48547 2.14453 0.1 0.0 -0.1
H -1.89152 -3.20721 0.69536 0.0 0.0 0.0
C -1.21251 -4.45876 3.44331 -0.1 -0.1 0.0
H -2.58403 3.13434 4.26280 0.0 0.0 0.0

***

117
Properties=species:S:1:pos:R:3:forces:R:3 method="wB97M-V/def2-TZVPD" e_lumo_ev=-5.045 max_force_ev_per_a=2.03 e_tot_ev=-109946.2747 homo_lumo_gap_ev=7.408 charge=+2
C 0.76600 7.15569 6.16472 0.0 -0.1 -0.1
H 1.58596 6.00080 -2.86863 0.0 0.0 0.0
H -0.51930 -5.16924 -6.60519 0.0 0.0 0.0
C -4.32872 1.11899 -1.48019 0.0 0.1 0.1
H 1.62719 -6.16840 -5.90197 0.0 0.0 0.0
H -3.93644 1.50970 -3.56172 0.0 0.0 0.0
H -0.95129 -3.72964 1.24079 0.0 0.0 0.0
C 2.27025 4.34248 -1.69403 0.0 -0.1 -0.1
C 1.36076 -5.66889 -3.83257 0.0 0.0 0.0
H 0.94538 -2.29144 -6.85081 0.0 0.0 0.0
C -4.02450 -2.44001 -3.59387 0.0 0.0 0.0
C 1.81713 -2.23492 -4.89164 0.0 0.2 -0.1
H -0.52452 -0.31977 -6.37392 0.0 0.0 0.0
C -1.56261 -4.61284 1.10831 0.0 0.0 0.0
H -2.73706 -7.29612 2.80466 0.0 0.0 0.0
C 0.26576 7.56684 3.74469 -0.1 0.0 0.1
C 4.23579 -1.48585 4.33151 0.0 0.2 0.2
C 2.12201 2.98412 -1.43499 -0.1 0.1 -0.3
H -1.39760 5.40781 5.88710 -0.1 0.0 0.0
C -3.12696 -6.88362 0.73864 -0.1 -0.1 0.0
H -2.30288 -0.33391 1.67594 0.0 0.0 0.0
C -1.71962 0.40543 1.12801 -0.1 0.0 0.0
C -2.34408 0.69706 -0.19617 0.0 0.0 0.0
C -6.13755 -1.59818 -2.80951 0.0 0.0 0.1
C 3.37053 -0.81301 3.47912 -0.2 0.4 -0.1
H 2.43308 2.18883 0.50630 0.1 0.0 0.0
H 3.29670 -2.94569 0.89831 0.0 0.0 0.0
C 4.75259 -2.70988 3.94950 0.0 -0.1 -0.1
C -1.05819 -4.54578 -4.62983 0.0 -0.1 0.0
H -1.66496 1.31941 1.72575 -0.2 0.0 0.0
H 3.46479 -1.21027 -2.34363 0.0 0.0 0.0
Sb -0.98854 1.68684 -4.19781 0.3 -0.2 0.6
C 0.14330 -0.71868 -5.62171 0.0 0.0 0.1
H 4.79437 -4.19975 2.41053 0.0 0.0 0.0
H -3.36218 -2.68006 -4.41426 0.0 0.0 0.0
H -3.73315 -7.76789 0.59549 0.0 0.0 0.0
O 0.46678 2.30623 2.39210 -0.2 0.1 0.2
C 2.98728 2.30483 -0.42491 0.0 0.1 0.0
O 2.47812 -0.95245 -0.02063 0.1 0.1 -0.8
H -1.80794 7.09425 5.55340 0.0 0.0 0.0
S 2.61640 0.61582 4.15734 0.4 -0.2 0.3
C 2.37812 3.06498 3.63610 -0.4 0.4 0.2
C -2.12812 -4.88681 -0.12998 0.1 0.3 -0.4
H 0.11984 7.95592 6.52310 0.0 0.0 0.0
C -2.14605 1.14763 -2.44882 0.1 0.2 -0.6
C 0.45319 2.82597 -3.03613 -0.4 -0.4 -0.3
O 3.07676 1.85699 3.29506 0.1 -0.4 0.0
H 1.30819 7.79846 3.52281 0.0 0.0 0.0
H 1.74680 7.59354 5.98137 0.0 0.0 0.0
Sb -1.77148 -3.54321 -1.74433 0.3 0.5 0.1
H -0.71020 0.04164 0.99581 -0.4 -0.2 0.0
H -1.34810 -5.27735 3.13150 0.0 0.0 0.0
Ru 0.73576 0.12936 -1.14208 -1.4 -0.1 -1.4
C 0.33819 4.31996 3.68523 0.0 -0.1 -0.1
C 2.18922 -0.63269 1.14307 0.0 0.2 0.2
H 2.82963 5.93888 5.29327 0.0 0.0 0.1
S -0.21750 -2.13814 -0.76966 0.3 0.0 0.8
N 1.19955 2.24337 -2.09350 0.8 -0.4 1.5
H -5.40195 1.23186 -1.55632 0.0 0.0 0.0
H 2.25455 -2.30204 -1.70126 0.0 -0.1 -0.1
C 3.54596 -2.54987 1.87158 -0.1 0.2 0.0
H -7.12415 -1.20714 -3.01942 0.0 0.0 0.0
H -1.83235 5.92547 4.24588 0.0 0.0 0.0
C -0.67220 -4.51622 -3.29715 -0.5 0.2 0.3
C -0.22135 -5.13980 -5.56535 0.0 0.0 -0.1
C 0.53582 -5.07239 -2.89218 0.0 0.0 0.1
C 2.30814 5.17132 4.74284 -0.1 0.0 0.0
H -4.31237 0.71970 0.63053 0.0 0.0 0.0
H 3.27026 1.31524 -0.78530 0.0 0.0 0.1
O 1.14639 0.49972 3.80231 0.0 0.2 -0.2
C 2.79250 -2.02950 -2.60461 0.0 0.0 0.0
C -1.30595 6.21285 5.15627 0.1 0.0 0.0
H 5.41259 -3.25071 4.61245 0.0 0.0 0.0
C -2.56608 -6.61797 1.97956 0.0 0.1 0.0
C -5.73356 -1.79041 -1.49504 -0.1 -0.1 0.0
C 3.01719 4.04556 4.36316 0.1 -0.2 0.0
H 2.49302 -3.06098 -5.06018 0.0 0.0 0.0
H 3.01351 4.90950 -1.15139 0.0 0.0 0.0
B 0.89852 1.01677 2.41840 0.3 0.0 0.0
C 1.04364 3.21235 3.25737 0.3 -0.1 -0.1
C 0.94869 5.31009 4.45302 0.0 0.0 0.0
C -5.28243 -1.91555 -3.85488 0.0 0.0 -0.1
C 0.95980 -1.80553 -5.88394 0.1 -0.1 0.0
H -4.17140 -2.49310 -0.19851 -0.1 0.0 0.0
C 4.39471 -3.24382 2.71997 0.1 0.1 0.1
H -5.59827 -1.76995 -4.87949 0.0 0.0 0.0
H 3.38223 -2.87878 -2.94330 0.0 0.0 -0.1
C -4.48320 -2.32423 -1.22367 0.0 -0.1 0.1
O 2.85050 0.77306 5.53806 0.0 -0.1 -0.1
C 1.48011 4.94608 -2.65173 0.0 0.1 0.0
C -3.64062 -2.65636 -2.27649 0.6 -0.3 0.0
H -6.39967 -1.53934 -0.67993 0.0 0.0 0.0
H -2.00471 -4.13259 -4.94943 0.0 0.0 0.0
N -1.56365 0.84639 -1.28567 1.1 -0.4 0.3
C -1.78589 -5.48493 2.16408 0.0 0.0 0.0
C -3.72754 0.83689 -0.27178 0.1 0.1 -0.1
C 0.56584 4.17248 -3.34624 0.0 -0.1 0.0
H -0.21165 7.18426 2.84114 0.0 0.0 0.0
C -3.51853 1.27940 -2.59055 0.1 0.0 0.0
C 0.98391 -5.69952 -5.16932 0.0 0.0 0.0
N 1.01194 -0.55090 -3.40439 -0.1 0.0 1.5
H -0.23906 8.49017 4.03197 0.0 0.0 0.0
H 0.82700 -5.04041 -1.84808 0.1 0.0 0.0
H 4.06012 3.92831 4.62602 0.0 0.0 0.0
C 0.16734 6.54413 4.89094 0.0 0.1 -0.1
H -3.34866 -6.22832 -1.29246 0.0 -0.1 0.0
C 3.00404 -1.31609 2.22439 0.1 -0.1 -0.3
H 3.88971 2.88139 -0.22601 0.0 0.0 0.0
H 2.29611 -6.11504 -3.52124 0.0 0.0 0.0
H -0.05782 4.59798 -4.12080 0.0 0.0 0.0
C 0.20074 -0.11970 -4.37143 -0.4 0.5 -0.2
H -0.70253 4.38574 3.40079 0.0 0.0 0.0
C -2.91132 -6.01856 -0.32320 0.0 0.0 -0.1
C 1.83445 -1.59051 -3.65766 0.0 0.0 -0.1
H 0.85874 6.40534 6.95121 0.0 0.0 0.1
H 4.48574 -1.04251 5.28603 0.0 -0.1 0.0
N 1.25718 0.29341 1.30341 -0.4 -0.1 -0.8